Record 1
The following is a DFT calculation (ωB97M-V with the def2-TZVPD basis set) of a molecular structure, C44H62BN2O4PPt.

Values from the calculation:
* energy: -71022.47720 eV
* HOMO energy: -7.99 eV
* LUMO energy: 0.0210 Eh
* Kohn-Sham gap: 8.56 eV
* ΔE to the lowest compared entry with this formula, charge and spin: 7.0 kcal/mol

The geometry in XYZ format:
```
115
Properties=species:S:1:pos:R:3:mulliken_charge:R:1
Pt -0.944 1.279 0.772 0.994
C 1.915 -3.366 1.661 -1.453
C 0.515 -3.978 1.591 0.197
C 0.569 -5.421 1.083 -1.645
C -0.420 -3.140 0.749 0.961
C -1.669 -2.793 1.218 -0.738
C -2.550 -1.964 0.525 0.358
C -3.836 -1.681 1.310 0.591
C -5.071 -1.151 0.584 -1.857
C -3.491 -0.823 2.535 -1.821
C -2.142 -1.466 -0.724 1.201
C -0.917 -1.906 -1.276 0.045
C -0.071 -2.706 -0.522 -0.295
C -0.561 -1.656 -2.729 1.963
C 0.941 -1.504 -2.984 -2.167
C -1.083 -2.801 -3.607 -1.698
C -3.076 -0.704 -1.643 -0.447
C -3.967 -1.540 -2.332 -0.564
C -4.851 -1.068 -3.282 -1.338
C -4.863 0.290 -3.575 -1.256
C -3.994 1.130 -2.909 -0.757
C -3.090 0.673 -1.941 0.965
P -2.005 1.918 -1.129 0.331
C -3.230 3.100 -0.270 2.212
C -4.544 3.441 -0.979 -1.995
C -3.593 2.353 1.019 -2.747
C -2.525 4.403 0.130 -2.119
C -1.116 2.837 -2.504 2.983
C -0.468 1.786 -3.416 -1.831
C -1.977 3.734 -3.404 -1.713
C -0.024 3.730 -1.880 -1.645
H 2.541 -3.924 2.364 0.478
H 1.858 -2.327 1.984 0.011
H 2.413 -3.398 0.688 0.334
H 0.106 -3.982 2.605 0.318
H 0.970 -5.453 0.066 0.269
H -0.425 -5.872 1.063 0.386
H 1.213 -6.035 1.718 0.452
H -1.960 -3.144 2.204 0.426
H -4.133 -2.660 1.699 0.622
H -4.915 -0.201 0.074 0.241
H -5.868 -1.006 1.316 0.458
H -5.433 -1.857 -0.164 0.398
H -2.990 0.100 2.246 0.365
H -2.804 -1.345 3.202 0.289
H -4.391 -0.563 3.098 0.561
H 0.880 -3.015 -0.945 0.269
H -1.055 -0.741 -3.050 -1.230
H 1.448 -2.471 -2.936 0.499
H 1.416 -0.836 -2.271 0.324
H 1.106 -1.104 -3.988 0.466
H -0.665 -3.751 -3.262 0.323
H -0.774 -2.651 -4.644 0.479
H -2.168 -2.884 -3.587 0.306
H -3.939 -2.597 -2.099 0.814
H -5.519 -1.752 -3.791 0.409
H -5.544 0.695 -4.312 0.449
H -4.039 2.183 -3.139 0.511
H -5.165 2.560 -1.146 0.370
H -4.403 3.956 -1.929 0.259
H -5.102 4.118 -0.327 0.560
H -4.028 1.376 0.819 0.625
H -4.334 2.934 1.578 0.709
H -2.740 2.256 1.713 0.124
H -2.402 5.079 -0.715 0.354
H -1.560 4.223 0.608 0.238
H -3.158 4.918 0.860 0.597
H -1.228 1.203 -3.940 0.273
H 0.192 1.115 -2.878 -0.038
H 0.130 2.308 -4.170 0.769
H -2.648 3.177 -4.058 0.317
H -1.284 4.275 -4.056 0.551
H -2.544 4.480 -2.852 0.255
H 0.524 3.256 -1.071 0.015
H -0.441 4.662 -1.504 0.384
H 0.693 3.981 -2.666 0.613
C 7.159 -1.683 -0.155 -1.586
C 6.779 -0.367 0.538 1.967
C 6.866 -0.579 2.049 -2.064
C 7.791 0.721 0.153 -1.625
C 5.374 0.051 0.095 0.610
C 5.137 0.318 -1.257 -0.606
C 3.889 0.692 -1.747 -2.056
C 2.872 0.790 -0.825 0.778
O 1.550 1.112 -1.018 -0.232
B 0.941 1.040 0.234 0.115
O 1.910 0.691 1.194 -0.087
C 3.087 0.530 0.511 -0.323
C 4.319 0.163 1.004 -0.321
H 8.162 -1.994 0.148 0.451
H 7.153 -1.579 -1.241 0.312
H 6.459 -2.477 0.110 0.325
H 7.886 -0.859 2.318 0.430
H 6.204 -1.381 2.384 0.374
H 6.614 0.330 2.600 0.403
H 8.793 0.434 0.482 0.447
H 7.536 1.673 0.623 0.378
H 7.827 0.878 -0.926 0.305
H 5.953 0.229 -1.963 0.403
H 3.725 0.889 -2.798 0.526
H 4.439 -0.031 2.060 0.593
C 0.808 -1.070 5.359 -0.935
N 0.518 0.179 4.670 0.237
C 0.692 1.389 5.284 -0.237
C 0.415 2.542 4.663 -1.113
C -0.081 2.511 3.298 0.826
O -0.332 3.532 2.663 -0.644
N -0.282 1.263 2.738 -0.186
C 0.012 0.094 3.378 0.151
O -0.152 -1.006 2.868 -0.278
H 1.495 -0.870 6.179 0.394
H 1.265 -1.768 4.663 0.229
H -0.101 -1.527 5.752 0.262
H 1.068 1.347 6.298 0.378
H 0.556 3.500 5.137 0.484
```

Record 2
The following is a DFT calculation (ωB97M-V with the def2-TZVPD basis set) of a molecular structure, C44H62N7O2RuS2Sb in a non-equilibrium geometry.

Values from the calculation:
* energy: -91928.72674 eV
* charge: +3
* HOMO energy (alpha / beta): -14.26 / -14.26 eV
* multiplicity: 2
* LUMO energy (alpha / beta): -0.2674 / -0.3746 Eh
* Kohn-Sham gap (alpha / beta): 6.98 / 4.06 eV
* ΔE to the lowest compared entry with this formula, charge and spin: 54.5 kcal/mol

The geometry in XYZ format:
```
119
Properties=species:S:1:pos:R:3:mulliken_charge:R:1
Ru 1.549 0.519 -0.460 1.999
C -11.125 -1.375 5.363 -0.819
O -10.491 -0.246 4.799 -0.371
C -9.268 -0.294 4.320 0.884
C -8.448 -1.443 4.285 -0.600
C -7.179 -1.372 3.770 -0.719
C -6.661 -0.161 3.272 0.614
C -7.489 0.981 3.288 -0.514
C -8.756 0.920 3.797 -0.645
C -5.326 -0.040 2.759 0.116
N -4.806 1.079 2.278 -0.805
C -3.544 0.787 1.914 1.006
C -3.269 -0.568 2.180 0.605
N -4.412 -1.067 2.717 -0.082
C -2.019 -1.166 1.902 0.604
C -1.685 -2.496 2.197 -0.930
C -0.427 -2.955 1.885 -1.501
C 0.463 -2.089 1.251 -1.049
N 0.164 -0.839 0.949 1.814
C -1.038 -0.345 1.283 -0.583
C -1.298 1.053 1.018 -1.378
N -0.313 1.780 0.451 1.259
C -0.507 3.070 0.240 -1.175
C -1.695 3.727 0.564 -1.119
C -2.731 3.004 1.112 -0.549
C -2.545 1.637 1.352 0.899
H -12.108 -1.032 5.682 0.256
H -10.572 -1.753 6.227 0.372
H -11.241 -2.177 4.629 0.371
H -8.820 -2.384 4.660 0.478
H -6.587 -2.276 3.751 0.306
H -7.095 1.902 2.890 0.555
H -9.398 1.786 3.817 0.479
H -4.570 -2.011 3.027 0.207
H -2.404 -3.144 2.673 0.539
H -0.124 -3.962 2.117 0.617
H 1.457 -2.425 0.980 0.340
H 0.318 3.616 -0.208 0.494
H -1.786 4.783 0.366 0.525
H -3.676 3.459 1.366 0.637
C -2.354 0.460 -2.266 -1.913
C -1.476 0.980 -3.393 1.570
C -2.104 0.656 -4.729 -1.545
C -1.222 2.469 -3.242 -1.631
Sb 0.612 0.004 -3.084 1.130
C 0.345 -2.273 -3.297 1.614
C 1.727 -2.905 -3.305 -1.730
C -0.402 -2.709 -2.048 -1.712
C -0.424 -2.615 -4.552 -1.753
C 1.895 0.759 -4.887 1.656
C 2.515 2.051 -4.392 -1.376
C 2.965 -0.267 -5.212 -1.626
C 1.029 0.995 -6.104 -1.897
H -3.245 1.084 -2.184 0.617
H -1.837 0.485 -1.307 0.302
H -2.686 -0.558 -2.462 0.276
H -3.108 1.084 -4.755 0.496
H -2.208 -0.414 -4.882 0.232
H -1.553 1.078 -5.561 0.270
H -2.174 3.001 -3.210 0.510
H -0.655 2.864 -4.082 0.255
H -0.683 2.687 -2.318 0.160
H 2.343 -2.529 -2.485 0.154
H 2.238 -2.736 -4.248 0.337
H 1.626 -3.983 -3.179 0.512
H 0.162 -2.437 -1.154 -0.022
H -0.522 -3.793 -2.057 0.601
H -1.395 -2.267 -1.988 0.271
H 0.019 -2.154 -5.431 0.236
H -1.466 -2.313 -4.474 0.333
H -0.409 -3.694 -4.705 0.528
H 3.122 1.894 -3.499 -0.007
H 1.757 2.798 -4.164 0.269
H 3.158 2.455 -5.173 0.550
H 3.484 -0.639 -4.329 0.064
H 3.708 0.205 -5.856 0.632
H 2.555 -1.112 -5.761 0.354
H 0.387 1.863 -5.983 0.314
H 0.434 0.120 -6.358 0.355
H 1.679 1.198 -6.956 0.543
O 2.338 0.921 1.947 -0.472
S 2.162 0.284 3.294 0.255
C 1.404 1.572 4.379 -0.632
C 2.544 2.330 5.034 -0.542
C 3.600 1.286 5.376 -0.779
C 3.814 0.470 4.113 -0.270
H 0.811 1.037 5.119 0.539
H 0.755 2.188 3.760 0.202
H 2.208 2.866 5.922 0.425
H 2.956 3.058 4.333 0.192
H 3.244 0.644 6.183 0.325
H 4.528 1.751 5.707 0.372
H 4.216 -0.520 4.312 0.508
H 4.445 0.977 3.385 -0.155
C 6.587 1.659 0.532 -1.249
N 5.355 1.803 -0.216 -0.100
C 4.276 2.465 0.185 0.444
N 4.267 3.103 1.350 -0.202
S 2.920 2.572 -0.852 -0.439
H 7.250 0.996 -0.017 0.374
H 6.397 1.212 1.509 0.321
H 7.095 2.616 0.669 0.423
H 5.340 1.419 -1.149 0.241
H 5.100 3.191 1.910 0.249
H 3.434 3.596 1.630 0.193
C 6.829 -3.564 -0.998 -1.539
C 5.724 -2.600 -0.778 0.662
C 5.283 -1.743 -1.786 -0.874
C 4.217 -0.898 -1.550 -1.244
N 3.567 -0.838 -0.385 2.093
C 4.020 -1.610 0.603 -0.886
C 5.070 -2.494 0.451 -1.182
H 7.244 -3.469 -1.998 0.386
H 6.465 -4.582 -0.863 0.352
H 7.622 -3.414 -0.267 0.372
H 5.765 -1.742 -2.752 0.520
H 3.864 -0.221 -2.324 0.322
H 3.523 -1.496 1.558 0.197
H 5.380 -3.103 1.284 0.527
```

Record 3
The following is a DFT calculation (ωB97M-V with the def2-TZVPD basis set) of a molecular structure, C44H63BClGeHgN4O8Se in a non-equilibrium geometry.

Values from the calculation:
* energy: -208227.26731 eV
* charge: -2
* HOMO energy (alpha / beta): 1.36 / -2.90 eV
* multiplicity: 2
* LUMO energy (alpha / beta): 0.1342 / 0.1342 Eh
* Kohn-Sham gap (alpha / beta): 2.30 / 6.55 eV

The geometry in XYZ format:
```
124
Properties=species:S:1:pos:R:3:mulliken_charge:R:1
Hg -6.532 3.766 21.702 2.452
O -0.574 2.764 25.776 -0.617
C 0.169 3.401 24.939 0.427
O 1.367 3.554 25.089 -0.692
C -0.404 3.933 23.684 -0.231
C 0.311 4.677 22.725 -0.051
Cl 1.793 5.509 22.870 -0.238
N -0.494 4.900 21.613 0.489
N -1.792 4.510 21.887 -0.446
C -1.733 3.976 23.106 0.324
C -2.974 3.301 23.687 0.578
O -2.872 2.547 24.711 -0.951
O -4.045 3.653 23.092 -1.032
C -0.241 5.633 20.423 0.055
C -1.311 6.274 19.762 -0.067
C -1.091 6.971 18.579 -0.172
C 0.185 7.104 18.040 -0.681
C 1.246 6.498 18.726 -0.700
C 1.032 5.753 19.881 -0.694
H -1.565 2.676 25.390 0.465
H -2.337 6.097 20.072 0.250
H -1.943 7.467 18.082 0.329
H 0.391 7.631 17.084 0.322
H 2.230 6.544 18.262 0.274
H 1.828 5.212 20.358 0.465
O -2.543 2.444 19.963 -0.461
H -2.446 3.216 20.587 0.173
H -1.648 2.474 19.584 0.230
O -6.082 4.664 24.601 -0.571
H -6.317 3.936 25.220 0.235
H -5.253 4.359 24.158 0.270
C -8.886 0.196 22.819 -0.854
O -8.062 1.184 22.063 -0.059
C -7.265 2.014 22.873 0.074
O -7.097 1.802 24.077 -0.635
H -8.432 0.083 23.829 0.336
H -8.868 -0.725 22.188 0.208
H -9.909 0.511 22.956 0.249
C -5.494 -3.816 20.493 -0.951
Ge -3.985 -3.929 21.808 0.716
C -4.120 -5.659 22.864 -1.168
C -2.161 -3.788 20.973 -1.120
C -4.464 -2.624 23.256 -1.022
Se -3.975 -0.832 22.948 0.123
C -2.163 -0.783 23.570 -0.989
H -6.417 -4.346 20.843 0.310
H -5.204 -4.184 19.486 0.361
H -5.770 -2.734 20.330 0.142
H -3.884 -6.473 22.117 0.332
H -5.165 -5.779 23.299 0.327
H -3.415 -5.670 23.729 0.322
H -1.480 -4.617 21.217 0.331
H -1.772 -2.849 21.406 0.296
H -2.405 -3.674 19.910 0.381
H -4.164 -2.903 24.242 0.485
H -5.592 -2.567 23.217 0.243
H -1.648 -1.764 23.592 0.359
H -2.186 -0.274 24.551 0.323
H -1.647 -0.113 22.856 0.214
C -5.219 8.071 20.319 -1.574
C -5.407 7.830 21.822 0.685
C -4.357 6.857 22.371 -0.731
C -6.826 7.537 22.330 0.307
C -7.091 7.983 23.646 -0.920
C -8.370 7.953 24.122 -1.284
C -9.372 7.273 23.452 -0.420
C -9.143 6.650 22.270 0.732
C -10.223 5.742 21.689 1.173
C -10.628 4.726 22.706 -1.539
C -11.400 6.507 21.153 -1.792
C -7.862 6.886 21.609 -0.294
N -7.626 6.293 20.332 0.728
B -6.688 5.211 20.039 -0.266
N -6.824 5.026 18.584 0.326
C -8.005 5.725 18.156 -1.352
C -8.376 6.541 19.187 -0.291
C -5.824 4.396 17.750 -0.256
C -5.303 3.101 18.003 -0.002
C -4.078 2.734 17.405 0.313
C -3.373 3.562 16.556 -1.499
C -3.951 4.774 16.245 0.112
C -5.171 5.189 16.731 0.589
C -5.812 6.384 16.064 0.735
C -6.395 5.929 14.682 -1.605
C -4.944 7.645 15.893 -1.429
C -6.053 2.079 18.828 3.040
C -5.359 0.726 19.038 -2.083
C -7.528 1.880 18.501 -1.529
H -4.324 8.680 20.223 0.677
H -6.065 8.562 19.824 0.242
H -4.951 7.158 19.778 0.013
H -5.172 8.867 22.230 0.675
H -4.383 5.880 21.839 -0.296
H -4.449 6.696 23.461 0.412
H -3.376 7.387 22.128 0.395
H -6.227 8.268 24.237 0.420
H -8.641 8.443 25.047 0.365
H -10.323 7.196 23.973 0.321
H -9.800 5.206 20.857 -0.006
H -10.864 5.162 23.651 0.280
H -9.784 4.050 22.900 0.309
H -11.459 4.118 22.340 0.461
H -12.023 6.949 21.927 0.392
H -12.049 5.834 20.532 0.392
H -11.097 7.329 20.457 0.330
H -8.505 5.695 17.172 0.377
H -9.238 7.204 19.264 0.405
H -3.716 1.740 17.591 0.542
H -2.392 3.290 16.154 0.389
H -3.410 5.402 15.494 0.026
H -6.631 6.701 16.733 -0.062
H -5.644 5.471 14.031 0.309
H -6.731 6.828 14.182 0.466
H -7.229 5.250 14.838 0.329
H -4.026 7.435 15.393 0.363
H -4.733 8.066 16.896 0.214
H -5.514 8.431 15.371 0.426
H -6.085 2.464 19.865 -2.087
H -5.321 0.130 18.087 0.288
H -5.900 0.163 19.788 0.510
H -4.378 0.886 19.447 0.337
H -7.609 1.383 17.544 0.496
H -8.107 2.772 18.443 0.235
H -8.090 1.271 19.260 0.116
```

Q: What is the energy in the first record?
A: -71022.47720 eV

Q: The highest energy belongs to which entry?
A: C44H62BN2O4PPt

Q: The highest energy belongs to which entry?
A: C44H62BN2O4PPt